(1)
# C4H4F2O

An isolated molecule of C4H4F2O in a non-equilibrium geometry (ωB97M-V/def2-TZVPD, the OMol25 dataset).

Each atom is followed by the atoms it is bonded to, with distances in Å.
Geometry (Å):
1 C 0.2903 0.0574 -0.0207  C2 1.459, C3 1.521, C4 1.399
2 C -0.2216 -1.3017 -0.1560  C1 1.459, F6 1.347, H8 1.069
3 C -0.7750 1.1420 -0.0775  C1 1.521, O5 1.319, H9 1.014
4 C 1.6885 0.0508 0.0107  C1 1.399, F7 1.348, H10 1.021
5 O -2.0357 0.8366 0.1609  C3 1.319, H11 0.944
6 F 0.6575 -2.3109 0.0001  C2 1.347
7 F 2.2735 1.2567 -0.1294  C4 1.348
8 H -1.2061 -1.4164 -0.5561  C2 1.069
9 H -0.7102 2.0128 -0.5921  C3 1.014
10 H 2.2607 -0.7001 0.3984  C4 1.021
11 H -2.2218 0.3728 0.9617  O5 0.944

Summary:
**HOMO-LUMO gap (alpha / beta)**: 7.469 / 7.126 eV
**Net charge**: 0
**HOMO energy (alpha / beta)**: -7.53 / -7.33 eV

=====

(2)
# C5H11NO

A cluster of 3 separate species, C5H11NO in total in a non-equilibrium geometry (ωB97M-V/def2-TZVPD, the OMol25 dataset).

Each atom is followed by the atoms it is bonded to, with distances in Å.
Geometry (Å):
1 C 3.0744 0.0873 0.7487  C2 1.429, H7 1.098, H8 1.125, H9 1.091
2 C 2.1011 -0.9595 0.7371  C1 1.429, C3 1.418, H10 1.085
3 C 1.1476 -0.8866 -0.3100  C2 1.418, C4 1.343, H11 1.086
4 C 0.5325 -1.8728 -0.9827  C3 1.343, H12 1.084, H13 1.080
5 C -6.2115 0.8627 -0.4354  N6 1.302, H14 1.099, H15 1.098
6 N -5.1393 0.2964 0.0381  C5 1.302, H16 1.061
7 H 3.2822 0.4349 1.7694  C1 1.098
8 H 4.0844 0.0274 0.2559  C1 1.125
9 H 2.6379 0.9571 0.2552  C1 1.091
10 H 2.3040 -1.8410 1.3364  C2 1.085
11 H 0.8753 0.1186 -0.6176  C3 1.086
12 H 0.7737 -2.9127 -0.7925  C4 1.084
13 H -0.2121 -1.6325 -1.7266  C4 1.080
14 H -6.1273 1.9178 -0.7299  C5 1.099
15 H -7.2245 0.4435 -0.3832  C5 1.098
16 H -5.7485 0.1716 0.8977  N6 1.061
17 H 5.2969 2.6834 -0.1299  O18 0.963
18 O 4.5535 2.1045 0.0694  H17 0.963

Summary:
**HOMO-LUMO gap**: 4.377 eV
**Net charge**: 0
**HOMO energy**: -7.12 eV

=====

Short version: relative energy (zero: lowest compared OMol25 entry of this formula, charge and spin) = 100.3; 222.1 kcal per mole, in the order given.